Entry a
A 2-piece molecular cluster, C2H5N2O2 overall. Source: the OMol25 dataset; level of theory: ωB97M-V/def2-TZVPD.

Atoms and positions in Å:
C -1.62 -0.12 0.67
C 1.57 0.49 -0.51
N -1.84 0.89 1.26
N -1.38 -1.15 -0.05
O 1.02 -0.58 -0.57
O 2.83 0.70 -0.69
H 3.35 -0.03 -1.03
H 0.91 1.41 -0.23
H -2.30 1.27 2.09
H -2.03 -1.28 -0.83
H -0.50 -1.59 -0.11

Computed properties:
2S+1: 1
HOMO energy (eV): -14.997
HOMO-LUMO gap (eV): 10.729
Net charge: +1
E_LUMO (eV): -4.268

=====

Entry b
An isolated ion of composition C2H5N2O2 and charge +1. Source: the OMol25 dataset; level of theory: ωB97M-V/def2-TZVPD.

Atoms and positions in Å:
O -2.58 -1.91 1.00
N -1.95 -1.02 0.63
C -0.63 -1.02 -0.08
C -0.06 0.41 -0.03
N 1.13 0.53 0.83
O 1.60 -0.42 1.38
H -0.82 -1.14 -1.09
H 0.11 -1.76 0.28
H 0.30 0.76 -1.11
H -0.60 1.32 0.34
H 1.66 1.40 0.57

Computed properties:
2S+1: 1
HOMO energy (eV): -12.890
SMILES string: O=NCC[NH+]=O
HOMO-LUMO gap (eV): 4.530
Net charge: +1
E_LUMO (eV): -8.360

=====

The relative energies come out as entry a 0.0000; entry b 0.2317, with values in hartree.

=====

Entry a
One molecule with the formula C15H22N2O4. Source: the OMol25 dataset; level of theory: ωB97M-V/def2-TZVPD.

Atoms and positions in Å:
C -0.16 2.09 -1.67
C -0.21 0.58 -1.86
C -1.59 0.11 -2.31
C -1.68 -1.41 -2.44
O -1.87 -1.98 -1.16
C -1.74 -3.39 -1.11
C -0.30 -3.84 -0.84
C 0.11 -3.58 0.61
N 0.02 -2.17 0.93
C 1.04 -1.48 1.47
O 2.09 -1.98 1.82
C 0.77 -0.01 1.63
C -0.51 0.50 1.87
C -0.67 1.86 1.98
C 0.42 2.72 1.87
N 0.13 4.13 1.97
O 1.04 4.89 2.22
O -1.02 4.47 1.78
C 1.71 2.23 1.66
C 2.92 3.10 1.53
C 1.85 0.85 1.54
H 0.83 2.40 -1.35
H -0.88 2.40 -0.92
H -0.39 2.60 -2.60
H 0.53 0.28 -2.61
H 0.06 0.09 -0.92
H -2.34 0.43 -1.58
H -1.83 0.56 -3.27
H -2.53 -1.69 -3.08
H -0.76 -1.80 -2.90
H -2.10 -3.82 -2.05
H -2.39 -3.72 -0.30
H 0.38 -3.32 -1.51
H -0.22 -4.91 -1.04
H -0.55 -4.15 1.28
H 1.14 -3.89 0.79
H -0.78 -1.70 0.53
H -1.36 -0.16 1.98
H -1.65 2.29 2.16
H 2.75 3.92 0.83
H 3.77 2.52 1.20
H 3.15 3.56 2.49
H 2.83 0.42 1.38

Computed properties:
2S+1: 1
HOMO energy (eV): -9.736
SMILES string: CCCCOCCCNC(=O)c1ccc([N+](=O)[O-])c(C)c1
HOMO-LUMO gap (eV): 9.163
Net charge: 0
E_LUMO (eV): -0.573

=====

Entry b
One molecule with the formula C15H22N2O4. Source: the OMol25 dataset; level of theory: ωB97M-V/def2-TZVPD.

Atoms and positions in Å:
C -6.01 -1.15 -0.83
C -4.96 -0.36 0.13
C -5.79 0.92 0.57
C -3.51 -0.16 -0.49
C -2.35 0.10 0.56
N -2.28 1.45 0.92
C -1.07 -0.22 -0.24
O -0.82 -1.42 -0.66
N -0.14 0.78 -0.28
C 1.20 0.08 -0.36
C 2.45 1.06 -0.07
C 3.84 0.48 -0.04
C 4.86 1.33 -0.42
C 6.19 1.00 -0.47
C 6.50 -0.25 0.09
O 7.82 -0.65 0.34
C 5.50 -1.21 0.17
C 4.15 -0.89 0.08
C 1.08 -0.91 0.67
O 0.59 -0.46 1.77
O 1.27 -2.13 0.49
H -6.44 -0.60 -1.63
H -6.81 -1.37 -0.11
H -5.45 -2.20 -1.10
H -4.83 -1.02 0.98
H -6.05 0.52 1.55
H -5.03 1.59 0.70
H -6.70 1.09 -0.17
H -3.23 -1.12 -0.96
H -3.52 0.51 -1.32
H -2.22 -0.59 1.41
H -2.22 2.15 0.23
H -1.69 1.66 1.69
H -0.30 1.38 -0.99
H 1.42 -0.53 -1.27
H 2.35 2.05 -0.66
H 2.16 1.37 0.94
H 4.54 2.40 -0.70
H 7.04 1.56 -0.99
H 8.33 0.10 -0.07
H 5.85 -2.16 0.51
H 3.32 -1.63 0.32
H 0.96 -2.53 -0.29

Computed properties:
2S+1: 1
HOMO energy (eV): -8.645
SMILES string: CC(C)C[C@H](N)C(=O)N[C@@H](Cc1ccc(O)cc1)C(=O)O
HOMO-LUMO gap (eV): 9.186
Net charge: 0
E_LUMO (eV): 0.541

=====

The relative energies come out as entry a 0.0000; entry b 0.0802, with values in hartree.

=====

Entry a
A 2-piece molecular cluster, C4H11NO2S overall. Source: the OMol25 dataset; level of theory: ωB97M-V/def2-TZVPD.

Atoms and positions in Å:
N -2.19 1.24 0.46
C -0.92 0.57 0.94
C -1.28 -0.81 1.66
O -2.07 -1.52 1.14
C -0.13 0.13 -0.34
C 1.16 1.05 -0.61
S 1.70 0.94 -2.28
H -2.77 0.76 -0.27
H -2.73 1.40 1.32
H -0.39 1.27 1.69
H -0.97 -0.83 2.66
H 0.39 -0.82 -0.23
H -0.99 0.23 -1.12
H 1.94 0.95 0.09
H 0.76 2.04 -0.42
H 1.94 -0.40 -2.43
O 1.43 -2.09 1.36
H 0.96 -2.93 1.50
H 2.12 -2.16 0.65

Computed properties:
2S+1: 1
HOMO energy (eV): -8.755
SMILES string: N[C@@H](C=O)CCS.O
HOMO-LUMO gap (eV): 9.162
Net charge: 0
E_LUMO (eV): 0.407

=====

Entry b
A 2-piece molecular cluster, C4H11NO2S overall. Source: the OMol25 dataset; level of theory: ωB97M-V/def2-TZVPD.

Atoms and positions in Å:
C 2.23 1.31 -0.06
N 0.84 1.51 -0.45
C 0.02 0.32 -0.56
C -1.49 0.57 -0.67
O -2.18 1.15 0.12
C 0.21 -0.70 0.58
S 0.09 0.06 2.24
H 2.95 1.30 -0.89
H 2.50 2.13 0.61
H 2.44 0.41 0.43
H 0.49 2.17 0.17
H 0.25 -0.08 -1.55
H -1.92 0.08 -1.56
H -0.52 -1.49 0.60
H 1.17 -1.22 0.52
H -1.19 0.42 2.13
O -0.02 -3.57 -2.93
H -0.61 -3.98 -3.56
H -0.02 -2.63 -3.13

Computed properties:
2S+1: 1
HOMO energy (eV): -9.119
SMILES string: CN[C@H](C=O)CS.O
HOMO-LUMO gap (eV): 9.581
Net charge: 0
E_LUMO (eV): 0.463

=====

Entry c
A 2-piece molecular cluster, C4H11NO2S overall. Source: the OMol25 dataset; level of theory: ωB97M-V/def2-TZVPD.

Atoms and positions in Å:
C -0.12 -1.66 -0.13
C 0.53 -0.18 -0.21
C 0.15 0.68 1.01
S 1.33 1.84 1.64
N 0.24 0.45 -1.62
C 1.36 0.78 -2.39
O 2.46 0.40 -2.07
H -0.28 -2.03 -1.20
H -1.02 -1.80 0.43
H 0.58 -2.34 0.30
H 1.64 -0.41 -0.29
H -0.84 1.26 0.58
H -0.23 -0.01 1.77
H 2.45 1.38 1.03
H -0.69 0.88 -1.79
H 1.19 1.49 -3.23
O -3.16 -0.51 2.02
H -2.72 -0.22 2.78
H -2.84 0.02 1.36

Computed properties:
2S+1: 1
HOMO energy (eV): -9.357
SMILES string: C[C@H](CS)NC=O.O
HOMO-LUMO gap (eV): 9.875
Net charge: 0
E_LUMO (eV): 0.518

=====

Entry d
A 2-piece molecular cluster, C4H11NO2S overall. Source: the OMol25 dataset; level of theory: ωB97M-V/def2-TZVPD.

Atoms and positions in Å:
C 2.47 1.57 0.86
C 1.47 0.80 0.04
O 0.82 1.26 -0.85
N 1.01 -0.48 0.56
C 0.08 -1.43 0.03
C -1.27 -1.63 0.65
S -1.96 0.00 1.24
H 2.87 2.37 0.22
H 1.97 2.20 1.58
H 3.34 1.12 1.20
H 1.41 -0.90 1.33
H 0.07 -1.22 -1.22
H 0.46 -2.52 0.00
H -1.16 -2.38 1.53
H -2.12 -2.03 0.06
H -1.29 0.79 0.37
O -0.46 -0.11 -3.23
H 0.25 0.50 -3.28
H -0.92 0.30 -2.33

Computed properties:
2S+1: 1
HOMO energy (eV): -8.936
SMILES string: CC(=O)NCCS.O
HOMO-LUMO gap (eV): 9.558
Net charge: 0
E_LUMO (eV): 0.622

=====

The relative energies come out as entry a 0.0305; entry b 0.0076; entry c 0.0000; entry d 0.0108, with values in hartree.

=====

Entry a
A 2-piece molecular cluster, C4H11NO2S overall. Source: the OMol25 dataset; level of theory: ωB97M-V/def2-TZVPD.

Atoms and positions in Å:
C -1.47 1.17 -1.23
N -0.26 0.41 -0.88
C -0.34 -0.44 0.25
C -1.44 -0.27 1.30
O -1.99 0.77 1.55
C 0.93 -0.27 1.22
S 1.04 -1.58 2.47
H -1.63 1.98 -0.54
H -1.59 1.25 -2.31
H -2.38 0.47 -1.02
H 0.47 1.14 -0.81
H -0.25 -1.51 -0.04
H -1.70 -1.17 1.88
H 1.78 -0.37 0.38
H 0.96 0.61 1.81
H 0.29 -0.99 3.44
O 2.90 -0.32 -2.64
H 2.28 0.26 -2.17
H 2.40 -1.14 -2.66

Computed properties:
2S+1: 1
HOMO energy (eV): -9.274
SMILES string: CN[C@H](C=O)CS.O
HOMO-LUMO gap (eV): 9.865
Net charge: 0
E_LUMO (eV): 0.591

=====

Entry b
A 3-piece molecular cluster, C4H11NO2S overall. Source: the OMol25 dataset; level of theory: ωB97M-V/def2-TZVPD.

Atoms and positions in Å:
C -0.50 -0.36 -1.32
N 0.80 0.13 -0.71
C 0.63 0.23 0.65
C 1.69 0.58 1.44
S -3.67 -0.60 -0.74
C -0.77 0.17 1.40
O -1.16 -1.22 1.77
H -0.48 -0.60 -2.38
H -1.16 0.42 -1.17
H -0.90 -1.22 -0.77
H -1.92 -1.50 1.24
H -1.58 0.59 0.77
H 1.49 0.86 2.51
H 2.69 0.61 0.90
H -4.05 -0.32 -2.03
H -0.59 0.71 2.38
H 3.79 0.22 -1.62
H 2.40 0.40 -1.12
O 3.29 0.88 -1.19

Computed properties:
2S+1: 1
HOMO energy (eV): -7.631
HOMO-LUMO gap (eV): 3.283
Net charge: 0
E_LUMO (eV): -4.348

=====

The relative energies come out as entry a 0.0000; entry b 0.1654, with values in hartree.

=====

Entry a
An isolated ion of composition C6H10NO and charge -1. Source: the OMol25 dataset; level of theory: ωB97M-V/def2-TZVPD.

Atoms and positions in Å:
C 0.00 -2.55 0.64
C -0.12 -1.45 1.39
C -0.76 -0.22 0.97
N -1.65 -0.27 -0.24
O -2.81 0.39 -0.17
C -0.43 0.54 -0.29
C 0.71 0.07 -1.17
C -0.56 2.06 -0.26
H -0.44 -2.59 -0.34
H 0.50 -3.44 1.00
H 0.25 -1.45 2.41
H -1.08 0.43 1.79
H 0.63 0.55 -2.15
H 0.68 -1.00 -1.30
H 1.67 0.34 -0.72
H -0.95 2.40 0.70
H -1.27 2.36 -1.02
H 0.41 2.54 -0.45

Computed properties:
2S+1: 1
HOMO energy (spin up / spin down) (eV): -1.736 / -1.735
SMILES string: C=C[C@@H]1N([O-])C1(C)C
HOMO-LUMO gap (spin up / spin down) (eV): 5.833 / 5.833
Net charge: -1
E_LUMO (spin up / spin down) (eV): 4.098 / 4.098

=====

Entry b
C6H10NO as an isolated structure. Source: the OMol25 dataset; level of theory: ωB97M-V/def2-TZVPD.

Atoms and positions in Å:
C -0.41 -1.00 2.67
O 0.79 -0.78 3.13
C -0.75 -0.37 1.29
C -0.40 -1.13 -0.01
C -0.71 -0.37 -1.32
C 0.52 0.27 -1.92
N 1.06 1.43 -2.75
C 0.21 2.18 -1.89
H -1.20 -0.49 3.31
H -0.79 -2.17 2.62
H -0.86 -2.05 -0.08
H -1.79 -0.03 1.38
H 0.73 -1.23 0.11
H -0.05 0.50 1.12
H -1.77 -0.51 -1.72
H 1.38 -0.45 -2.00
H -0.79 2.36 -2.36
H 0.56 2.83 -1.08

Computed properties:
2S+1: 1
HOMO energy (eV): -2.459
HOMO-LUMO gap (eV): 4.720
Net charge: -1
E_LUMO (eV): 2.261

=====

The relative energies come out as entry a 0.0000; entry b 0.1749, with values in hartree.

=====

Entry a
A 2-piece molecular cluster, C4H7F2N overall. Source: the OMol25 dataset; level of theory: ωB97M-V/def2-TZVPD.

Atoms and positions in Å:
C 0.77 -2.68 1.44
C 0.46 -2.77 0.20
C -1.16 2.55 0.64
C -1.14 0.34 -0.63
N -0.54 1.44 0.00
F -2.08 0.66 -1.59
F -1.81 -0.45 0.26
H 1.61 -2.04 1.57
H 0.30 -3.14 2.28
H -0.34 -0.21 -1.09
H -1.00 3.59 0.19
H -2.26 2.57 0.76
H -0.82 2.81 1.59
H 0.40 1.59 -0.18

Computed properties:
2S+1: 1
HOMO energy (eV): -9.613
HOMO-LUMO gap (eV): 9.288
Net charge: 0
E_LUMO (eV): -0.325

=====

Entry b
One molecule with the formula C4H7F2N. Source: the OMol25 dataset; level of theory: ωB97M-V/def2-TZVPD.

Atoms and positions in Å:
C -0.92 1.32 -0.57
N -0.27 0.14 -0.05
C -1.10 -0.82 0.65
C 1.05 0.04 -0.02
F 1.79 1.44 0.31
C 1.89 -0.96 -0.19
F 3.21 -0.88 0.05
H -1.30 1.95 0.25
H -0.21 1.90 -1.15
H -1.76 1.03 -1.21
H -1.89 -0.31 1.21
H -1.57 -1.51 -0.06
H -0.50 -1.40 1.35
H 1.58 -1.93 -0.55

Computed properties:
2S+1: 1
HOMO energy (eV): -8.643
SMILES string: CN(C)/C(F)=C/F
HOMO-LUMO gap (eV): 9.382
Net charge: 0
E_LUMO (eV): 0.739

=====

The relative energies come out as entry a 0.0903; entry b 0.0000, with values in hartree.